92
Properties=species:S:1:pos:R:3 method="wB97M-V/def2-TZVPD" charge=+1 relative_energy_kj_mol=60.47 mol_weight_g_mol=608.8 gap_ha=0.228 homo_energy_ev=-8.844 e_tot_ev=-78488.889
H 11.5312 14.1411 4.3479
C 9.0317 6.4529 7.7428
C 14.9427 8.3222 8.5803
C 13.4070 16.1557 6.2587
H 14.3978 15.7642 6.0396
H 15.4773 6.6727 6.0688
C 8.1490 9.3880 8.9705
H 12.4224 9.1353 4.1091
H 6.5598 10.1471 11.8966
Ca 11.5384 11.2426 6.3342
N 12.4688 15.7623 5.1673
C 14.8907 7.5834 9.7978
H 7.5954 9.1095 4.9224
H 12.6136 7.4770 3.8867
N 12.9348 15.6638 7.5639
H 9.8328 11.0798 4.6182
C 12.2928 14.3551 5.1060
H 11.2190 15.8635 8.7607
H 7.5314 7.4946 6.5090
C 12.6652 8.2365 4.6439
H 9.1223 5.3960 7.4523
H 9.7473 14.1872 5.8425
H 7.0333 11.2662 6.9016
H 11.1536 11.1186 10.7781
H 13.4144 17.2429 6.2514
H 16.4535 9.3125 6.1447
H 9.9293 6.0652 5.2552
H 15.4720 12.1063 5.2071
H 11.5580 17.3382 7.7809
H 13.7598 6.4676 6.6989
P 9.3212 9.0111 6.4888
H 11.2579 17.4436 5.6890
C 8.0238 9.9110 5.5357
H 8.4105 10.8633 3.5907
C 16.3988 10.9794 7.5908
C 12.7962 14.1919 7.4132
C 14.0644 8.1909 5.2824
C 13.7250 7.7827 10.5297
C 16.1477 6.9710 10.3510
H 11.8399 8.8326 10.7983
H 6.0187 10.7752 5.5063
C 6.7844 10.4436 6.2246
C 15.9783 11.1432 5.0622
H 13.8441 13.8168 7.1404
C 13.9121 9.0466 7.9860
H 15.5229 10.6585 4.1683
C 11.5675 16.2110 7.7822
H 7.3265 8.8081 8.5766
H 12.6191 13.7414 8.3915
H 13.4905 7.2487 11.4654
C 11.1460 16.3843 5.4461
H 17.1132 10.2845 8.0714
H 6.3254 9.7221 6.9197
H 10.1037 13.9936 7.6314
H 10.4226 16.2165 4.6523
H 15.9358 6.4681 11.2922
H 11.8940 8.0071 5.4016
H 14.8045 8.3896 4.4487
H 15.8129 8.1880 7.9757
H 15.5981 11.2239 8.3415
H 8.9894 11.0261 11.8925
C 8.7095 11.0205 4.6883
C 8.6458 7.2509 6.5107
H 6.7854 8.4926 11.2933
H 8.6052 7.0790 4.3431
C 10.4811 14.3674 6.6415
H 16.9895 11.8024 7.2257
C 15.8849 10.2745 6.3088
N 11.8312 13.7592 6.3900
H 5.9253 9.6516 10.2968
C 12.6876 8.6143 10.1521
H 8.3050 12.0207 4.9778
C 12.7083 9.2695 8.8453
N 11.6999 10.0400 8.3530
P 14.1046 9.7179 6.3499
C 7.9931 9.8959 10.2854
H 16.6746 6.3180 9.6604
H 10.0152 6.7143 8.1186
H 8.3634 6.5777 8.5985
H 13.2851 13.8993 4.8992
N 10.6098 15.8444 6.7215
H 14.1853 6.1311 4.9648
H 8.2474 5.5877 5.3148
C 9.0546 10.5618 10.9230
C 9.2936 9.5835 8.2331
H 16.9005 7.7318 10.6067
C 14.4026 6.7930 5.8058
C 6.7558 9.5538 10.9940
C 8.9004 6.4953 5.2045
H 17.0607 11.3269 4.8775
C 10.4482 10.1243 8.9578
C 10.2737 10.6223 10.2682